Run P
This record from OMol25 describes an isolated molecule of C3H6O2S. The level of theory is ωB97M-V/def2-TZVPD.

The geometry in XYZ format:
```
12
C3H6O2S ωB97M-V/def2-TZVPD
O 0.336 -2.377 -1.558
C -0.487 -1.477 -1.479
S -0.149 0.266 -1.763
C 0.844 0.633 -0.296
C -0.036 0.851 0.959
O -0.790 -0.262 1.262
H -1.600 -1.634 -1.206
H 1.378 1.602 -0.449
H 1.630 -0.094 -0.224
H -0.733 1.656 0.809
H 0.638 1.130 1.763
H -1.031 -0.294 2.181
```

As for the total charge: 0. Its HOMO-LUMO gap is 9.71 eV. As for the highest occupied orbital energy: -9.2 eV. Its multiplicity is 1. As for the structure (SMILES): O=CSCCO.

Results of the natural (NBO) charge analysis, in e, for atoms 1 through 4: number 1, O, carries -0.50; number 2, C, carries 0.27; number 3, S, carries 0.13; number 4, C, carries -0.54

Run Q
This record from OMol25 describes an isolated molecule of C3H6O2S. The level of theory is ωB97M-V/def2-TZVPD.

The geometry in XYZ format:
```
12
C3H6O2S ωB97M-V/def2-TZVPD
C 1.834 -0.409 -1.079
O 0.688 0.362 -0.841
C -0.156 -0.044 0.170
O -1.051 1.043 0.283
C -2.085 0.712 1.041
S -3.360 1.675 1.330
H 1.567 -1.459 -0.947
H 2.197 -0.310 -2.126
H 2.662 -0.045 -0.414
H 0.377 -0.296 1.138
H -0.740 -0.952 -0.039
H -1.935 -0.277 1.484
```

As for the total charge: 0. Its HOMO-LUMO gap is 9.24 eV. As for the highest occupied orbital energy: -8.9 eV. Its multiplicity is 1. As for the structure (SMILES): COCOC=S.

Results of the natural (NBO) charge analysis, in e, for atoms 1 through 4: number 1, C, carries -0.26; number 2, O, carries -0.52; number 3, C, carries 0.24; number 4, O, carries -0.47

Run R
This record from OMol25 describes a 2-piece molecular cluster, C3H6O2S overall. The level of theory is ωB97M-V/def2-TZVPD.

The geometry in XYZ format:
```
12
C3H6O2S ωB97M-V/def2-TZVPD
C 1.851 -0.006 0.416
C 0.375 -0.176 0.913
C -1.797 0.463 -0.170
H 2.814 0.923 -0.905
H 2.608 -1.014 0.483
H 2.589 0.701 1.151
H 0.476 -0.782 1.753
H -0.161 0.841 0.978
H -2.768 0.160 -0.579
O 1.557 0.532 -1.013
O -1.224 1.490 0.231
S -0.674 -1.168 -0.223
```

As for the total charge: 0. Its HOMO-LUMO gap is 9.44 eV. As for the highest occupied orbital energy: -9.2 eV. Its multiplicity is 1.

Results of the natural (NBO) charge analysis, in e, for atoms 1 through 4: number 1, C, carries -0.12; number 2, C, carries -0.59; number 3, C, carries 0.34; number 4, H, carries 0.45

What should be chosen as the least stable of them? Choose run R.

Run P
This record from OMol25 describes an isolated molecule of C9H11NOS. The level of theory is ωB97M-V/def2-TZVPD.

The geometry in XYZ format:
```
23
C9H11NOS ωB97M-V/def2-TZVPD
C -0.503 -0.018 -0.764
C -1.622 0.798 -0.633
C -0.112 -1.053 -0.015
C -2.629 0.309 0.195
C -1.194 -1.241 0.861
C 2.791 0.813 -1.233
C 1.162 -1.703 -0.221
C 2.251 -1.174 0.762
C -3.902 0.974 0.660
N -2.283 -0.655 1.058
O 1.657 1.574 1.204
S 2.671 0.647 0.695
H 1.745 0.939 -1.668
H -1.861 1.760 -1.208
H 3.347 1.790 -1.351
H 3.209 -0.100 -1.560
H 1.280 -2.714 -0.021
H 1.384 -1.535 -1.192
H 2.133 -1.437 1.879
H 3.302 -1.531 0.391
H -4.791 0.431 0.469
H -3.829 1.295 1.668
H -4.205 1.833 0.024
```

As for the total charge: 0. Its HOMO-LUMO gap (spin up / spin down) is 8.48 / 7.79 eV. As for the highest occupied orbital energy (spin up / spin down): -8.5 / -8.3 eV. Its multiplicity is 1.

Results of the natural (NBO) charge analysis, in e, for atoms 1 through 4: number 1, C, carries 0.11; number 2, C, carries -0.34; number 3, C, carries -0.23; number 4, C, carries 0.22

Run Q
This record from OMol25 describes an isolated molecule of C9H11NOS. The level of theory is ωB97M-V/def2-TZVPD.

The geometry in XYZ format:
```
23
C9H11NOS ωB97M-V/def2-TZVPD
C -2.361 2.613 -0.044
O -2.907 1.319 -0.080
C -2.115 0.255 -0.053
C -2.750 -0.971 0.244
C -2.007 -2.172 0.195
C -0.631 -2.120 -0.130
C -0.030 -0.922 -0.387
C 1.385 -0.832 -0.744
C 2.260 -0.076 0.219
N 1.864 0.140 1.458
S 3.663 0.679 -0.265
C -0.758 0.291 -0.414
H -1.662 2.756 0.782
H -3.219 3.267 0.030
H -1.830 2.859 -1.038
H -3.818 -0.963 0.479
H -2.447 -3.136 0.435
H -0.046 -3.027 -0.162
H 1.497 -0.364 -1.699
H 1.910 -1.794 -0.919
H 1.143 -0.409 1.920
H 2.372 0.756 2.035
H -0.260 1.263 -0.500
```

As for the total charge: 0. Its HOMO-LUMO gap is 8.80 eV. As for the highest occupied orbital energy: -8.2 eV. Its multiplicity is 1. As for the structure (SMILES): COc1cccc(CC(N)=S)c1.

Results of the natural (NBO) charge analysis, in e, for atoms 1 through 4: number 1, C, carries -0.26; number 2, O, carries -0.49; number 3, C, carries 0.32; number 4, C, carries -0.27

What should be chosen as the least stable of them? Choose run P.

Run P
This record from OMol25 describes a 2-piece molecular cluster, C4H10N2O2 overall. The level of theory is ωB97M-V/def2-TZVPD.

The geometry in XYZ format:
```
18
C4H10N2O2 ωB97M-V/def2-TZVPD
C -0.173 2.208 -0.908
C 0.313 2.585 0.464
N 0.784 1.530 1.294
O 0.024 3.650 0.945
H -0.541 1.191 -1.056
H 0.599 2.351 -1.732
H -1.020 2.877 -1.147
H 1.233 1.697 2.170
H 0.837 0.577 0.956
C -1.113 -2.672 -0.015
C 0.370 -2.425 0.070
N 0.734 -0.988 -0.060
O 1.152 -3.276 0.263
H -1.306 -3.717 0.105
H -1.528 -2.381 -0.991
H -1.770 -2.135 0.696
H 1.425 -0.709 -0.769
H -0.020 -0.362 -0.285
```

As for the total charge: 0. Its HOMO-LUMO gap is 10.34 eV. As for the highest occupied orbital energy: -9.9 eV. Its multiplicity is 1. As for the structure (SMILES): CC(N)=O.CC(N)=O.

Results of the natural (NBO) charge analysis, in e, for atoms 1 through 4: number 1, C, carries -0.72; number 2, C, carries 0.67; number 3, N, carries -0.87; number 4, O, carries -0.59

Run Q
This record from OMol25 describes a 2-piece molecular cluster, C4H10N2O2 overall. The level of theory is ωB97M-V/def2-TZVPD.

The geometry in XYZ format:
```
18
C4H10N2O2 ωB97M-V/def2-TZVPD
H -0.914 -0.622 -2.045
N 0.051 -0.809 -1.789
C 0.168 -1.109 -0.542
C 1.492 -1.485 0.046
O -0.830 -1.158 0.364
C -2.187 -0.801 0.071
H 1.821 -2.432 -0.390
H 2.227 -0.708 -0.180
H 1.421 -1.600 1.131
H -2.780 -1.717 0.015
H -2.560 -0.195 0.902
H -2.307 -0.219 -0.844
N 0.868 2.294 -0.118
C 0.618 2.036 1.192
O 1.264 1.243 1.857
H 1.590 1.759 -0.585
H 0.290 2.906 -0.675
H -0.232 2.613 1.590
```

As for the total charge: 0. Its HOMO-LUMO gap is 10.53 eV. As for the highest occupied orbital energy: -9.8 eV. Its multiplicity is 1. As for the structure (SMILES): [H]/N=C(/C)OC.NC=O.

Results of the natural (NBO) charge analysis, in e, for atoms 1 through 4: number 1, H, carries 0.33; number 2, N, carries -0.75; number 3, C, carries 0.59; number 4, C, carries -0.68

Run R
This record from OMol25 describes an isolated molecule of C4H10N2O2. The level of theory is ωB97M-V/def2-TZVPD.

The geometry in XYZ format:
```
18
C4H10N2O2 ωB97M-V/def2-TZVPD
C -1.084 -1.171 -1.343
N 0.067 -0.581 -0.675
C 0.872 -1.538 0.064
C -0.097 0.769 -0.089
C 1.157 1.589 0.094
O -1.240 1.481 -0.418
N -1.091 0.682 0.987
O -0.736 1.508 2.074
H -0.753 -1.944 -2.046
H -1.622 -0.414 -1.917
H -1.778 -1.630 -0.631
H 0.255 -2.135 0.742
H 1.383 -2.217 -0.630
H 1.657 -1.082 0.673
H 0.910 2.631 0.314
H 1.737 1.574 -0.833
H 1.779 1.200 0.904
H -1.418 1.276 2.729
```

As for the total charge: 0. Its HOMO-LUMO gap is 9.29 eV. As for the highest occupied orbital energy: -8.5 eV. Its multiplicity is 1. As for the structure (SMILES): CN(C)[C@@]1(C)ON1O.

Results of the natural (NBO) charge analysis, in e, for atoms 1 through 4: number 1, C, carries -0.41; number 2, N, carries -0.47; number 3, C, carries -0.41; number 4, C, carries 0.49

What should be chosen as the least stable of them? Choose run R.

Run P
This record from OMol25 describes an isolated molecule of C6H9I. The level of theory is ωB97M-V/def2-TZVPD.

The geometry in XYZ format:
```
16
C6H9I ωB97M-V/def2-TZVPD
C 1.459 -1.437 0.584
C 0.090 -0.840 0.574
C -0.271 0.499 0.018
C -0.932 1.640 0.718
C 0.267 0.493 -1.386
C -0.724 -0.535 -0.979
I -2.611 -1.087 -1.670
H 2.110 -0.999 -0.169
H 1.416 -2.513 0.430
H 1.916 -1.254 1.558
H -0.610 -1.244 1.294
H -1.701 1.278 1.399
H -1.394 2.309 -0.006
H -0.194 2.206 1.288
H -0.103 1.284 -2.027
H 1.283 0.199 -1.625
```

As for the total charge: 0. Its HOMO-LUMO gap is 8.97 eV. As for the highest occupied orbital energy: -8.4 eV. Its multiplicity is 1. As for the structure (SMILES): C[C@H]1[C@@]2(C)C[C@]12I.

Results of the natural (NBO) charge analysis, in e, for atoms 1 through 4: number 1, C, carries -0.63; number 2, C, carries -0.12; number 3, C, carries -0.09; number 4, C, carries -0.61

Run Q
This record from OMol25 describes a 2-piece molecular cluster, C6H9I overall. The level of theory is ωB97M-V/def2-TZVPD.

The geometry in XYZ format:
```
16
C6H9I ωB97M-V/def2-TZVPD
C -0.326 -2.180 -0.141
C -1.688 -1.570 -0.102
C -2.702 -0.936 -0.205
I -4.416 0.247 -0.052
H -0.246 -2.669 0.773
H 0.338 -1.372 0.039
H -0.096 -2.687 -1.168
C 0.927 0.501 1.217
C 1.539 0.984 0.169
C 0.788 1.871 -0.854
H 1.450 -0.136 1.956
H -0.136 0.865 1.500
H 2.649 0.894 0.073
H -0.093 1.325 -0.983
H 1.506 1.990 -1.712
H 0.506 2.872 -0.509
```

As for the total charge: 0. Its HOMO-LUMO gap is 9.48 eV. As for the highest occupied orbital energy: -9.2 eV. Its multiplicity is 1. As for the structure (SMILES): CC#CI.C=CC.

Results of the natural (NBO) charge analysis, in e, for atoms 1 through 4: number 1, C, carries -0.70; number 2, C, carries -0.01; number 3, C, carries -0.29; number 4, I, carries 0.25

What should be chosen as the least stable of them? Choose run Q.

Run P
This record from OMol25 describes C4H5ClO as an isolated structure. The level of theory is ωB97M-V/def2-TZVPD.

The geometry in XYZ format:
```
11
C4H5ClO ωB97M-V/def2-TZVPD
C 1.030 0.098 -0.485
C 0.809 1.139 -1.314
C -0.561 -1.001 -0.165
C -0.934 -0.352 1.109
O -1.295 -1.870 -0.640
Cl 2.332 -0.332 0.533
H 1.673 1.773 -1.557
H -0.119 1.219 -1.660
H -0.169 -0.746 1.753
H -2.010 -0.721 1.447
H -0.757 0.792 0.980
```

As for the total charge: 0. Its HOMO-LUMO gap is 10.02 eV. As for the highest occupied orbital energy: -9.3 eV. Its multiplicity is 1.

Results of the natural (NBO) charge analysis, in e, for atoms 1 through 4: number 1, C, carries -0.12; number 2, C, carries -0.46; number 3, C, carries 0.63; number 4, C, carries -0.76

Run Q
This record from OMol25 describes a 2-piece molecular cluster, C4H5ClO overall. The level of theory is ωB97M-V/def2-TZVPD.

The geometry in XYZ format:
```
11
C4H5ClO ωB97M-V/def2-TZVPD
C 0.619 1.622 -0.076
C 0.409 -0.879 -0.113
C -0.878 -0.241 -0.134
C 0.179 0.539 -0.849
O 1.084 2.385 0.626
Cl -0.409 -0.894 2.645
H 1.028 -0.996 0.725
H 0.554 -1.717 -0.896
H -1.635 -0.558 -0.880
H -1.155 0.029 0.838
H 0.205 0.711 -1.885
```

As for the total charge: 0. Its HOMO-LUMO gap is 6.42 eV. As for the highest occupied orbital energy: -7.8 eV. Its multiplicity is 1.

Results of the natural (NBO) charge analysis, in e, for atoms 1 through 4: number 1, C, carries 0.93; number 2, C, carries -0.25; number 3, C, carries -0.39; number 4, C, carries -0.49

What should be chosen as the least stable of them? Choose run Q.

Run P
This record from OMol25 describes an isolated molecule of C3H3ClN2O. The level of theory is ωB97M-V/def2-TZVPD.

The geometry in XYZ format:
```
10
C3H3ClN2O ωB97M-V/def2-TZVPD
C 0.753 -0.668 -0.551
C 1.526 -1.731 -0.146
C -0.038 -0.086 0.781
N 0.295 -0.777 -1.762
N -0.841 -1.201 0.984
O 2.522 -2.212 0.196
Cl -2.155 -1.600 -0.112
H 0.637 -0.001 1.614
H -0.416 0.951 0.644
H -0.269 0.020 -2.138
```

As for the total charge: 0. Its HOMO-LUMO gap (spin up / spin down) is 8.61 / 7.24 eV. As for the highest occupied orbital energy (spin up / spin down): -9.3 / -8.3 eV. Its multiplicity is 1.

Results of the natural (NBO) charge analysis, in e, for atoms 1 through 4: number 1, C, carries -0.01; number 2, C, carries 0.75; number 3, C, carries -0.30; number 4, N, carries -0.60

Run Q
This record from OMol25 describes an isolated molecule of C3H3ClN2O. The level of theory is ωB97M-V/def2-TZVPD.

The geometry in XYZ format:
```
10
C3H3ClN2O ωB97M-V/def2-TZVPD
H -2.438 1.921 -0.436
N -1.491 1.452 -0.393
C -1.498 0.220 -0.232
Cl -2.879 -0.752 0.105
C -0.012 -0.420 0.073
O 0.860 0.290 1.004
C 1.592 -0.168 0.043
N 2.550 -0.722 -0.475
H 3.329 -0.356 -0.059
H -0.013 -1.465 0.369
```

As for the total charge: 0. Its HOMO-LUMO gap is 10.41 eV. As for the highest occupied orbital energy: -9.8 eV. Its multiplicity is 1. As for the structure (SMILES): [H]/N=C(\Cl)[C@@H]1O/C1=N\[H].

Results of the natural (NBO) charge analysis, in e, for atoms 1 through 4: number 1, H, carries 0.36; number 2, N, carries -0.59; number 3, C, carries 0.22; number 4, Cl, carries 0.01

What should be chosen as the least stable of them? Choose run P.